{
  "formula": "C24H36InP2Si",
  "method": "ωB97M-V/def2-TZVPD",
  "elements": ["C", "C", "C", "H", "C", "C", "H", "H", "H", "H", "In", "C", "H", "H", "H", "Si", "C", "C", "H", "C", "H", "C", "H", "C", "H", "C", "H", "C", "C", "H", "C", "H", "C", "H", "C", "H", "C", "H", "H", "H", "C", "P", "C", "C", "C", "P", "C", "C", "H", "H", "H", "H", "H", "H", "H", "H", "H", "H", "H", "H", "H", "H", "H", "H"],
  "positions_angstrom": [[0.53619, 2.87527, 3.57906], [0.95244, 3.15278, 2.26196], [-0.21515, 3.31115, 1.44703], [1.97834, 3.31143, 1.93371], [-1.35534, 3.07443, 2.28568], [-0.89159, 2.81368, 3.59045], [-1.51508, 2.61011, 4.46036], [1.18645, 2.78028, 4.45295], [-0.24245, 3.73359, 0.43109], [-2.39800, 3.20543, 1.99216], [-0.17369, 0.69488, 1.47507], [-0.58811, 0.25223, -0.57796], [-1.53478, 0.72704, -0.84552], [-0.64665, -0.81605, -0.77510], [0.22143, 0.68673, -1.16580], [-0.69687, -1.12707, -4.02999], [1.05961, -0.87990, -4.50983], [1.73190, 0.33393, -4.26028], [1.19431, 1.15240, -3.79135], [3.06917, 0.48703, -4.61714], [3.57293, 1.44146, -4.42020], [3.75976, -0.56364, -5.21898], [4.79492, -0.44211, -5.49017], [3.10787, -1.77057, -5.47137], [3.64835, -2.59782, -5.95038], [1.77466, -1.93330, -5.11886], [1.25972, -2.86935, -5.31077], [-1.66336, 0.37691, -4.46511], [-1.48203, 1.05395, -5.69015], [-0.74610, 0.68437, -6.39695], [-2.23688, 2.18281, -5.99430], [-2.07336, 2.70394, -6.94624], [-3.19669, 2.64679, -5.09480], [-3.77752, 3.52320, -5.33208], [-3.40504, 1.97368, -3.89335], [-4.15805, 2.33634, -3.17988], [-2.66977, 0.83645, -3.59015], [-2.85167, 0.28810, -2.67169], [-0.71705, -1.43248, -2.59863], [-1.29516, -2.23022, -4.78389], [-1.94912, -0.43715, 4.61660], [-0.15706, 0.26109, 4.92209], [0.02931, -0.66132, 6.47095], [1.66393, -0.21399, 4.31762], [1.93573, -1.55613, 3.64913], [1.11157, -2.02469, 2.04914], [1.44477, -3.81206, 2.31163], [-0.76688, -2.44048, 1.98548], [-2.59724, 0.11597, 5.33549], [-2.09945, -1.51599, 4.85754], [-2.38784, -0.24592, 3.61130], [-0.02375, -1.74946, 6.30284], [1.01563, -0.38010, 6.86394], [-0.75655, -0.32023, 7.15741], [2.05515, 0.61837, 3.72081], [2.25217, -0.23533, 5.26018], [3.00869, -1.54018, 3.39667], [1.82038, -2.36765, 4.38276], [0.99324, -3.99424, 3.29096], [0.96727, -4.45180, 1.56602], [2.51294, -4.02406, 2.35974], [-0.98885, -3.17057, 2.77461], [-1.43197, -1.57266, 2.09059], [-0.96971, -2.86931, 0.98789]],
  "forces_ev_per_angstrom": [[-0.337, 0.312, -0.020], [0.361, -0.494, 0.175], [-0.137, -0.472, -0.547], [-0.312, 0.039, 0.089], [-0.288, -0.436, -0.001], [0.335, 0.295, -0.109], [0.245, 0.221, -0.382], [-0.323, -0.038, -0.477], [0.040, -0.411, 0.576], [0.387, -0.074, 0.069], [0.382, 2.219, 0.044], [-0.450, -0.372, -0.567], [0.135, 0.050, 0.176], [0.086, 0.110, 0.324], [0.090, 0.056, 0.222], [0.009, -0.086, -0.586], [1.051, -0.113, -0.313], [-0.026, -0.639, -0.207], [0.048, 0.056, -0.083], [0.054, 0.262, 0.140], [-0.170, -0.442, -0.117], [-0.500, -0.077, 0.108], [0.160, 0.021, -0.066], [0.314, -0.251, -0.144], [-0.230, 0.419, 0.226], [-0.205, 0.644, 0.275], [0.130, 0.015, -0.069], [-0.854, 0.798, 0.099], [-0.121, -0.126, 0.618], [0.020, 0.112, 0.031], [0.003, 0.036, -0.224], [-0.118, -0.238, 0.448], [0.314, -0.319, 0.091], [-0.070, 0.123, -0.013], [-0.454, 0.188, 0.250], [0.301, -0.155, -0.414], [0.626, 0.073, -0.543], [-0.086, 0.102, 0.025], [-0.333, -0.093, 0.221], [0.064, -0.455, -0.013], [0.101, -0.819, -0.833], [0.059, 0.159, 0.991], [0.164, 0.035, 0.593], [-0.936, -0.660, -0.496], [-0.349, -0.002, 0.605], [-0.647, -0.374, -0.206], [0.548, -0.277, -0.437], [0.491, 0.688, 0.814], [0.831, -0.028, -0.355], [0.345, 0.646, -0.270], [0.372, -0.026, 0.597], [-0.005, 0.334, 0.254], [-0.441, -0.269, 0.262], [0.253, -0.367, -0.014], [-0.297, -0.098, 0.001], [-0.642, 0.348, -0.398], [-0.240, -0.294, -0.307], [-0.097, 0.196, -0.155], [0.119, -0.245, -0.152], [0.152, 0.158, 0.038], [-0.069, -0.056, -0.039], [-0.227, 0.224, -0.288], [-0.007, -0.255, 0.089], [0.380, 0.125, 0.397]],
  "mol_weight_g_mol": 529.4,
  "charge": 1,
  "largest_force_ha_per_bohr": 0.04380,
  "gap_ev": [4.92, 4.32],
  "total_energy_ev": -57089.2045
}

=====

{
  "formula": "C24H36N2O2Si2TeZr",
  "method": "ωB97M-V/def2-TZVPD",
  "elements": ["Zr", "O", "C", "C", "C", "C", "C", "C", "C", "N", "C", "C", "N", "C", "C", "C", "C", "C", "C", "C", "O", "H", "H", "H", "H", "H", "H", "H", "H", "H", "H", "H", "H", "H", "H", "C", "Si", "C", "C", "C", "Te", "C", "Si", "C", "C", "C", "H", "H", "H", "H", "H", "H", "H", "H", "H", "H", "H", "H", "H", "H", "H", "H", "H", "H", "H", "H", "H", "H"],
  "positions_angstrom": [[0.15374, 0.03766, 1.22672], [2.07065, -0.30957, 1.52561], [2.70282, 0.30625, 2.55450], [3.92314, 0.93665, 2.35696], [4.54866, 1.56807, 3.41675], [3.98666, 1.57087, 4.69694], [2.79563, 0.91900, 4.90627], [2.12178, 0.29097, 3.84338], [0.93775, -0.47453, 4.12871], [0.11151, -0.92253, 3.23774], [-1.01444, -1.77617, 3.65936], [-1.80131, -2.11647, 2.39927], [-1.86368, -0.86760, 1.63166], [-2.96097, -0.19704, 1.59335], [-3.09146, 1.17089, 1.13590], [-4.37272, 1.63201, 0.79456], [-4.57605, 2.93476, 0.39402], [-3.49647, 3.81503, 0.37156], [-2.22739, 3.39819, 0.74007], [-2.01860, 2.08233, 1.11732], [-0.75809, 1.69809, 1.48481], [4.37332, 0.91237, 1.37370], [5.49775, 2.05978, 3.24891], [4.49409, 2.06186, 5.51430], [2.35668, 0.88008, 5.89591], [0.74648, -0.69390, 5.18045], [-0.64258, -2.67986, 4.14189], [-1.64386, -1.23226, 4.36764], [-1.27409, -2.86826, 1.81022], [-2.79363, -2.50470, 2.63255], [-3.87302, -0.67189, 1.95975], [-5.20331, 0.93845, 0.84335], [-5.56379, 3.27502, 0.11932], [-3.64916, 4.84591, 0.08073], [-1.39280, 4.08625, 0.76171], [-1.06052, -3.99099, -0.92934], [-0.44586, -3.53825, -2.64443], [0.82091, -4.74203, -3.25591], [-1.86512, -3.33658, -3.82441], [0.40659, -1.84393, -2.42047], [-0.95774, -0.42440, -1.56694], [-0.46384, 1.31568, -2.69296], [1.26932, 2.06720, -2.57197], [1.18657, 3.72917, -3.38857], [1.62647, 2.18085, -0.73080], [2.53089, 0.95426, -3.36022], [-1.59990, -4.93971, -0.94513], [-1.75705, -3.23981, -0.54145], [-0.22139, -4.10297, -0.23571], [0.38168, -5.73529, -3.36437], [1.66968, -4.82309, -2.57477], [1.19857, -4.43998, -4.23457], [-2.37187, -4.29255, -3.96965], [-1.51280, -3.00374, -4.80304], [-2.61058, -2.62160, -3.47001], [0.70797, -1.39135, -3.36626], [1.28667, -1.90899, -1.78123], [-1.20650, 2.05103, -2.37052], [-0.71257, 1.04438, -3.72145], [0.44462, 4.37930, -2.92164], [0.92409, 3.61965, -4.44277], [2.15139, 4.23751, -3.34240], [0.85869, 2.73224, -0.18495], [2.59756, 2.62743, -0.51279], [1.69573, 1.14248, -0.37664], [2.26759, 0.72450, -4.39500], [2.65499, 0.01153, -2.82422], [3.50255, 1.45230, -3.38126]],
  "forces_ev_per_angstrom": [[-0.041, -0.204, -0.320], [0.056, 0.255, 0.097], [0.049, -0.031, 0.021], [0.041, -0.036, -0.050], [-0.026, -0.004, 0.054], [-0.006, -0.019, -0.072], [-0.008, -0.002, 0.050], [0.019, -0.129, -0.061], [0.033, -0.046, -0.088], [-0.018, 0.032, 0.134], [0.035, 0.024, 0.025], [-0.031, -0.015, 0.013], [-0.065, -0.035, 0.193], [-0.031, 0.127, -0.048], [-0.020, -0.148, 0.031], [-0.028, 0.018, -0.003], [0.035, -0.036, 0.016], [-0.011, 0.000, 0.002], [0.025, 0.026, 0.030], [0.150, 0.050, -0.070], [-0.282, 0.226, 0.094], [-0.009, 0.004, 0.001], [0.001, 0.005, 0.009], [0.004, 0.001, 0.003], [0.022, 0.014, 0.010], [-0.018, -0.028, -0.011], [-0.010, 0.002, 0.011], [-0.007, -0.002, -0.014], [0.014, -0.022, -0.016], [-0.003, 0.030, 0.005], [-0.003, -0.019, -0.039], [-0.021, 0.020, -0.010], [-0.008, -0.002, 0.001], [-0.005, 0.001, -0.001], [-0.011, 0.011, -0.005], [0.024, -0.008, -0.016], [-0.056, 0.008, 0.119], [0.068, 0.021, -0.027], [-0.005, 0.053, -0.043], [-0.036, 0.047, -0.005], [0.069, -0.159, 0.035], [0.003, 0.049, 0.003], [0.048, 0.016, 0.007], [0.007, 0.036, 0.006], [-0.065, 0.004, -0.042], [0.014, -0.029, -0.048], [0.012, -0.011, 0.011], [-0.009, -0.002, 0.013], [-0.024, 0.007, 0.025], [0.002, -0.011, -0.001], [0.008, -0.017, -0.006], [0.022, -0.029, -0.005], [-0.005, -0.002, -0.001], [-0.022, -0.003, -0.015], [-0.014, -0.008, -0.007], [-0.005, -0.040, -0.022], [0.032, 0.020, -0.032], [-0.024, -0.015, -0.007], [-0.047, -0.019, 0.014], [-0.009, 0.003, -0.009], [-0.004, 0.031, -0.004], [0.007, -0.005, -0.003], [0.034, 0.005, -0.004], [-0.010, 0.012, 0.030], [0.126, -0.015, 0.042], [0.009, -0.005, -0.003], [0.018, 0.004, 0.001], [0.010, -0.008, 0.006]],
  "mol_weight_g_mol": 659.6,
  "charge": 2,
  "de_lowest_kcal_mol": 0.9,
  "largest_force_ha_per_bohr": 0.00741,
  "gap_ev": 7.69,
  "total_energy_ev": -56867.5506
}

=====

{
  "formula": "C24H36NO5P2SYb",
  "method": "ωB97M-V/def2-TZVPD",
  "elements": ["C", "C", "N", "C", "C", "C", "C", "P", "Yb", "P", "C", "C", "C", "C", "C", "C", "C", "O", "O", "H", "H", "H", "C", "C", "H", "H", "H", "H", "C", "C", "H", "H", "H", "H", "H", "H", "H", "H", "H", "H", "H", "H", "H", "H", "H", "H", "H", "H", "H", "H", "H", "H", "C", "C", "C", "C", "C", "C", "C", "S", "O", "O", "O", "H", "H", "H", "H", "H", "H", "H"],
  "positions_angstrom": [[-0.88319, 3.84567, -1.51049], [-1.03508, 2.47771, -1.17498], [-0.02018, 1.89878, -0.40575], [0.92603, 2.62931, 0.24982], [1.03184, 3.97174, -0.05162], [0.17376, 4.56643, -0.98432], [-2.10809, 1.67961, -1.59819], [-2.43488, 0.05583, -0.95836], [-0.03764, -1.18233, 0.69055], [2.40334, 0.30019, 1.17236], [1.73962, 2.01968, 1.37506], [-0.43604, -3.06128, -0.74012], [-1.41804, -3.34202, 0.24161], [-1.04228, -4.04926, 1.40014], [0.22986, -4.61585, 1.50722], [1.20656, -4.31730, 0.55853], [0.89380, -3.46545, -0.51209], [-0.44474, 0.91572, -5.63161], [0.72782, -0.36977, -1.35285], [-1.60420, 4.26794, -2.20941], [1.79379, 4.57533, 0.43367], [0.34448, 5.57942, -1.32736], [-3.73336, 0.31892, 0.31188], [-3.42591, -0.71345, -2.29812], [2.59741, 2.67754, 1.58071], [1.13549, 2.00297, 2.30059], [-0.53481, 0.40630, -6.44263], [-2.74659, 2.13406, -2.36276], [3.06456, 0.03671, 2.84552], [3.94873, 0.59999, 0.24706], [-2.47858, -3.07551, 0.11650], [-1.78238, -4.22045, 2.18765], [0.45295, -5.28183, 2.35375], [2.19871, -4.77400, 0.63710], [1.66760, -3.21944, -1.23941], [-0.01555, -1.10941, -1.54089], [0.96920, 0.04796, -2.21258], [0.20082, 0.89831, -0.63863], [-0.16018, 1.80094, -5.95298], [-0.63786, -2.39997, -1.62299], [-4.68842, 0.56513, -0.18028], [-3.84397, -0.60401, 0.90228], [-3.43855, 1.13609, 0.98698], [-4.45571, -0.32996, -2.28916], [-2.96923, -0.50616, -3.27623], [-3.44992, -1.79914, -2.12893], [4.70662, 1.08507, 0.88054], [4.32835, -0.38248, -0.07722], [3.76196, 1.20886, -0.64861], [3.94476, 0.67193, 3.01311], [2.29338, 0.22767, 3.60349], [3.35046, -1.02217, 2.91264], [0.42042, 1.47180, 8.57504], [-0.01112, 0.92713, 7.24971], [-0.16929, -0.45152, 7.11293], [-0.51716, -1.00212, 5.88997], [-0.72662, -0.16248, 4.78532], [-0.62220, 1.22592, 4.92244], [-0.26100, 1.75909, 6.15681], [-1.06148, -0.89897, 3.21328], [0.21588, -1.64223, 2.91953], [-2.25219, -1.71392, 3.28485], [-1.13006, 0.21885, 2.20269], [-0.29851, 1.19142, 9.35355], [1.39818, 1.08295, 8.88892], [0.48381, 2.56020, 8.54283], [0.00398, -1.09865, 7.97385], [-0.60577, -2.07939, 5.77255], [-0.80002, 1.88681, 4.07673], [-0.14927, 2.83562, 6.29850]],
  "forces_ev_per_angstrom": [[1.150, 1.334, 0.124], [-1.426, -2.127, -0.283], [0.179, -0.078, 0.259], [0.154, 1.349, 0.039], [0.983, -0.830, 1.019], [-1.715, -0.625, -1.438], [1.159, 1.395, -0.098], [0.083, -0.027, 0.316], [0.294, -0.142, 0.303], [-0.219, 0.340, 0.253], [0.298, 0.259, -0.028], [-0.435, 0.684, -2.264], [-1.022, -0.625, 1.599], [-0.909, 0.372, -1.148], [0.057, -0.888, 1.275], [0.228, 0.909, -1.071], [1.549, -1.206, 0.498], [0.365, 0.965, -0.390], [-0.463, -1.492, -2.429], [0.256, 0.021, 0.209], [-0.153, -0.182, 0.055], [-0.076, 0.060, 0.217], [-0.335, -0.019, 0.095], [-0.004, -0.214, -0.088], [-0.252, -0.010, -0.053], [-0.002, -0.086, -0.427], [-0.036, -0.112, 0.008], [-0.006, -0.155, 0.360], [0.168, -0.184, 0.217], [0.220, -0.284, -0.319], [0.584, 0.018, 0.026], [0.228, 0.082, -0.371], [-0.048, 0.471, -0.427], [-0.278, 0.373, -0.041], [-0.144, -0.129, 0.094], [1.673, 1.708, -0.086], [-0.349, -0.587, 0.745], [-0.522, 1.244, 0.487], [-0.311, -0.875, 0.433], [-0.450, -1.389, 0.412], [0.244, -0.006, 0.259], [-0.040, 0.305, -0.097], [-0.035, -0.367, -0.229], [0.265, -0.065, -0.076], [-0.090, -0.126, 0.286], [-0.085, 0.244, -0.162], [-0.248, -0.053, -0.244], [0.012, 0.391, 0.050], [0.044, -0.158, 0.230], [-0.222, -0.130, 0.128], [0.180, -0.093, -0.203], [-0.006, 0.294, 0.135], [0.004, 0.220, 0.339], [-0.037, -0.080, -0.146], [-0.001, -0.122, -0.275], [-0.037, 0.125, -0.351], [-0.125, 0.480, 0.507], [0.062, -0.315, -0.022], [0.147, -0.130, 0.322], [0.752, 0.332, -0.053], [-1.233, 0.317, 0.686], [0.539, 0.429, 0.173], [-0.327, -0.704, 1.182], [0.108, 0.090, -0.080], [-0.193, 0.045, -0.169], [0.011, -0.035, 0.086], [-0.039, 0.126, -0.228], [-0.025, 0.175, -0.012], [-0.023, -0.256, 0.077], [-0.078, -0.253, -0.196]],
  "mol_weight_g_mol": 685.6,
  "de_lowest_kcal_mol": 0.0,
  "largest_force_ha_per_bohr": 0.05617,
  "gap_ev": [3.84, 6.60],
  "total_energy_ev": -98140.8981,
  "spin_multiplicity": 2
}